C14H24N6O2 | the ωB97M-V functional and the def2-TZVPD basis

```
! wB97M-V def2-TZVPD RIJCOSX def2/J DEFGRID3
* xyz 0 1
H -3.00840 -2.01879 2.21450
H -1.14270 2.46006 -2.95571
H 0.20836 -0.55530 2.58441
H -2.81728 1.48509 2.33442
N -0.38908 -1.91680 0.03020
H -2.05839 -3.17646 0.38007
C 0.63159 2.02980 -1.39648
N 1.55655 1.68771 -0.45292
C -2.76703 0.57947 1.70807
H 3.07829 2.99135 -1.04412
O 2.18559 0.78984 1.54373
H -2.34995 2.91048 -1.73652
C -0.11139 0.86861 1.03965
C 1.11390 -1.62656 -1.88210
C 1.96831 -2.55411 0.12124
H -0.62275 -2.92235 -1.82387
O 0.93949 2.52740 -2.46033
H -0.99791 -1.18078 -1.81804
H -2.27479 1.22980 -2.34516
C 1.27772 1.08290 0.78520
H 3.23165 1.33624 -1.66027
H 2.24128 -1.56392 0.49281
H -3.76188 0.12790 1.65968
N -0.69841 1.78504 -1.07566
N -1.85354 -0.32635 2.32015
H -2.40615 -1.51379 -0.13726
C 0.54423 -2.88673 0.57833
H 1.38252 -0.62102 -1.55441
H 1.92587 -3.47379 -1.68632
C 2.94505 1.93862 -0.79790
C -0.31473 -1.93611 -1.42070
C -0.51240 0.22482 2.34373
C -1.05778 1.21554 0.12250
H -3.05840 1.48362 -0.17699
N 2.09243 -2.53688 -1.32412
H 0.28129 -3.91464 0.25321
H -0.46614 0.97132 3.14915
C -1.68859 2.11105 -2.07949
C -1.98492 -1.72150 1.96029
H 2.66963 -3.28631 0.52649
N -2.38047 0.94678 0.34035
H 3.54502 1.66609 0.06753
C -1.74921 -2.11861 0.49282
H -1.31150 -2.28013 2.61207
H 0.50069 -2.85512 1.66718
H 1.16857 -1.66596 -2.97247
*
```

Summary:
SMILES: Cn1c2c(c(=O)n(C)c1=O)CN(CCN1CCNCC1)CN2
LUMO: 0.47 eV